Density functional theory data (the ωB97M-V functional and the def2-TZVPD basis) for a cluster of 13 separate species, C33H91NO25 in total.

```
150
Properties=species:S:1:pos:R:3:mulliken_spin:R:1
C -5.444 -1.507 -2.399 0.0000
C -3.918 -1.855 -2.580 -0.0002
O -3.093 -1.130 -1.654 0.0001
O -6.312 -2.214 -3.280 0.0000
H -5.699 -0.450 -2.483 0.0000
H -5.492 -1.817 -1.355 0.0000
H -3.608 -1.691 -3.612 -0.0001
H -3.757 -2.927 -2.468 0.0000
H -2.255 -1.584 -1.533 -0.0001
H -7.164 -2.082 -2.857 0.0000
C 2.625 -0.906 -1.683 0.0002
C 3.736 -0.574 -2.635 0.0002
O 3.918 -1.691 -3.528 0.0000
O 3.071 -1.793 -0.597 -0.0001
H 1.711 -1.284 -2.141 -0.0001
H 2.154 -0.006 -1.287 0.0000
H 4.603 -0.230 -2.071 0.0000
H 3.535 0.160 -3.415 0.0000
H 4.034 -2.500 -3.025 0.0000
H 2.414 -2.490 -0.544 0.0000
C 0.666 -1.696 6.670 0.0000
C 1.481 -0.862 5.594 0.0000
O 1.999 -1.628 4.539 0.0000
O -0.667 -1.917 6.293 0.0000
H 0.597 -1.163 7.618 0.0000
H 1.149 -2.667 6.778 0.0000
H 2.284 -0.476 6.222 0.0000
H 0.890 -0.029 5.214 0.0000
H 1.831 -1.070 3.776 0.0000
H -0.772 -2.720 5.777 0.0000
C -1.915 0.992 4.660 0.0000
C -1.795 1.192 6.211 0.0000
O -2.463 0.213 7.033 0.0000
O -2.093 -0.390 4.410 0.0000
H -1.060 1.333 4.077 0.0000
H -2.842 1.452 4.317 0.0000
H -2.245 2.153 6.458 0.0000
H -0.756 1.358 6.497 0.0000
H -1.890 -0.556 7.066 0.0000
H -2.818 -0.676 4.972 0.0000
C 2.449 4.084 2.424 0.0000
C 2.386 5.053 3.603 0.0000
O 1.029 5.379 3.770 0.0000
O 2.248 4.634 1.178 0.0000
H 1.731 3.273 2.551 0.0000
H 3.499 3.795 2.437 0.0000
H 3.096 5.849 3.376 0.0000
H 2.760 4.646 4.543 0.0000
H 0.864 5.729 4.649 0.0000
H 1.483 4.166 0.833 0.0000
C 1.372 3.136 -2.405 0.0009
C 2.749 3.874 -2.301 -0.0001
O 3.462 3.612 -1.151 0.0001
O 0.505 3.383 -1.245 -0.0003
H 1.551 2.062 -2.363 -0.0005
H 0.852 3.414 -3.322 0.0003
H 2.703 4.962 -2.352 0.0000
H 3.430 3.574 -3.097 0.0000
H 3.066 4.115 -0.436 0.0000
H -0.069 4.123 -1.458 0.0001
C -0.582 -4.016 -1.212 0.0000
C -0.939 -4.759 0.093 0.0000
O -0.507 -6.111 -0.104 0.0000
O -0.862 -2.650 -1.143 -0.0002
H -0.995 -4.462 -2.116 0.0000
H 0.493 -4.144 -1.340 0.0000
H -1.984 -4.881 0.379 0.0000
H -0.472 -4.268 0.947 0.0000
H -0.823 -6.533 0.699 0.0000
H -0.309 -2.357 -0.415 0.0000
C -2.236 4.861 3.347 0.0000
C -1.832 3.984 2.118 0.0000
O -0.535 4.337 1.681 0.0000
O -1.958 4.309 4.640 0.0000
H -3.237 5.260 3.185 0.0000
H -1.674 5.795 3.313 0.0000
H -2.471 4.124 1.246 0.0000
H -1.782 2.909 2.293 0.0000
H 0.040 4.559 2.417 0.0000
H -2.776 3.876 4.893 0.0000
C -0.866 -0.554 1.060 0.0000
C -0.526 0.571 0.055 0.0003
O 0.782 1.161 0.318 0.0002
O 0.068 -1.597 0.995 0.0001
H -1.838 -0.991 0.836 0.0000
H -0.934 -0.152 2.071 0.0000
H -1.293 1.344 0.104 -0.0001
H -0.636 0.295 -0.994 -0.0001
H 0.686 2.060 -0.004 -0.0001
H -0.076 -2.160 1.759 0.0000
C -2.025 -3.793 3.414 0.0000
C -1.609 -4.992 4.272 0.0000
O -1.394 -4.535 5.585 0.0000
O -1.060 -2.793 3.334 0.0000
H -2.984 -3.459 3.809 0.0000
H -2.297 -4.185 2.434 0.0000
H -0.683 -5.457 3.932 0.0000
H -2.398 -5.742 4.324 0.0000
H -0.601 -4.951 5.932 0.0000
H -1.424 -2.017 3.766 0.0000
C 4.432 0.680 1.438 0.0000
C 3.571 0.726 2.721 0.0000
O 2.203 0.318 2.576 0.0000
O 4.869 -0.646 1.213 0.0000
H 5.351 1.266 1.453 0.0000
H 3.947 1.145 0.580 0.0000
H 3.638 1.751 3.087 0.0000
H 4.037 0.221 3.567 0.0000
H 1.785 0.631 1.771 0.0000
H 4.089 -0.958 0.749 0.0000
C 3.406 -4.037 3.438 0.0000
C 3.272 -3.413 2.046 0.0000
O 2.287 -4.160 1.299 0.0000
O 2.172 -4.147 4.021 0.0000
H 4.174 -3.554 4.042 0.0000
H 3.795 -5.049 3.316 0.0000
H 4.158 -3.413 1.411 0.0000
H 2.842 -2.416 2.148 0.0000
H 1.845 -4.761 1.903 0.0000
H 2.013 -3.231 4.264 0.0000
C -1.030 2.084 -4.746 0.0978
C -0.570 0.813 -5.502 -0.0177
C -1.655 -0.233 -5.182 0.0218
C -2.910 -0.069 -5.993 -0.0102
C -2.433 -0.009 -7.488 0.0111
C -1.507 1.138 -7.817 -0.0074
N -0.331 1.120 -6.920 0.6830
O 0.577 2.164 -7.157 0.0814
C -1.037 0.803 -9.304 0.0473
C -2.167 2.491 -7.806 0.0713
C 0.642 0.227 -4.777 0.0151
H -1.964 2.579 -5.013 0.0020
H -0.288 2.859 -4.939 -0.0112
H -1.025 1.770 -3.702 0.0178
H -1.193 -1.215 -5.281 0.0018
H -1.952 -0.205 -4.134 0.0003
H -3.470 0.804 -5.657 0.0014
H -3.589 -0.906 -5.828 -0.0008
H -3.313 0.031 -8.130 -0.0018
H -1.987 -0.962 -7.773 -0.0055
H -0.309 -0.009 -9.316 -0.0065
H -1.888 0.511 -9.918 0.0014
H -0.555 1.639 -9.810 0.0008
H -1.514 3.318 -8.083 0.0007
H -3.020 2.326 -8.464 0.0010
H -2.679 2.604 -6.850 -0.0056
H 0.970 -0.748 -5.138 -0.0037
H 0.494 0.166 -3.699 0.0037
H 1.341 1.037 -4.985 0.0008
H 1.218 1.902 -7.822 0.0094
```

Computed properties:
Spin multiplicity: 2
Highest occupied orbital energy (spin up / spin down): -10.8850 / -10.8850 eV
Charge: +1
Electronic energy: -88358.747 eV
Lowest unoccupied orbital energy (spin up / spin down): -2.66 / -6.81 eV
Frontier orbital gap (spin up / spin down): 8.2 / 4.1 eV
M: 902.1 Da